Formula: C76H52As2F5N4STi
Source: the Open Molecules 2025 dataset
Level of theory: ωB97M-V with the def2-TZVPD basis set

XYZ file:
```
141
Properties=species:S:1:pos:R:3:forces:R:3:mulliken_spin:R:1
Ti 0.867 0.042 -0.992 -1.51 -0.11 -1.15 0.0546
C 8.090 -1.431 0.560 0.09 0.01 0.02 0.0120
C 6.995 -1.866 1.288 0.13 -0.07 0.08 -0.0029
C 5.718 -1.531 0.886 -0.09 0.01 -0.14 0.0328
C 5.505 -0.763 -0.256 0.22 -0.09 0.02 0.0237
C 6.613 -0.330 -0.981 -0.11 0.08 0.06 0.0294
C 7.892 -0.660 -0.573 0.16 -0.01 -0.07 -0.0082
C 4.136 -0.370 -0.620 -0.39 -0.07 -0.86 0.1436
C 3.629 -0.661 -1.889 1.03 0.02 0.96 -0.0577
C 4.376 -1.250 -2.946 -0.23 -0.10 -0.09 0.1500
C 3.524 -1.400 -4.000 -0.06 0.18 0.26 -0.0646
C 2.246 -0.948 -3.572 -0.09 -0.12 -0.82 0.2095
C 1.079 -1.066 -4.340 -0.53 0.24 0.63 -0.0211
C 1.204 -1.391 -5.780 -0.05 -0.09 -0.13 0.0100
C 0.869 -0.399 -6.700 0.11 0.03 0.01 -0.0019
C 0.932 -0.640 -8.058 -0.05 0.04 -0.11 -0.0003
C 1.335 -1.882 -8.519 0.03 -0.05 -0.11 0.0004
C 1.665 -2.875 -7.613 0.00 -0.16 -0.14 0.0016
C 1.592 -2.638 -6.251 -0.04 0.04 0.05 0.0070
C -0.206 -0.802 -3.907 1.07 -0.35 -0.71 0.0909
N -0.555 -0.197 -2.664 -0.15 -0.51 0.28 -0.0055
C -1.867 0.337 -2.909 -0.64 1.32 0.67 0.1358
C -2.359 1.420 -2.214 0.78 -0.70 -0.47 0.0367
C -3.709 1.930 -2.508 -0.36 0.00 -0.07 -0.0369
C -4.140 2.192 -3.807 0.10 0.07 0.01 -0.0021
C -5.413 2.678 -4.048 -0.18 0.03 -0.10 0.0005
C -6.281 2.913 -2.995 -0.09 -0.04 -0.05 -0.0012
C -5.861 2.667 -1.698 -0.19 0.06 0.01 0.0029
C -4.590 2.183 -1.458 0.04 -0.04 -0.03 0.0119
C -1.539 2.209 -1.374 -0.32 0.17 -0.13 0.1597
C -1.819 3.589 -1.179 0.24 -0.08 -0.01 -0.0570
C -0.759 4.123 -0.513 -0.03 -0.14 -0.31 0.1235
C 0.149 3.052 -0.270 0.59 0.42 0.60 0.0008
N -0.321 1.882 -0.832 0.42 -0.34 0.07 0.0820
C 1.260 3.184 0.565 -0.70 -0.22 -0.45 0.1428
C 2.149 2.125 0.835 0.69 0.47 0.50 0.0854
C 3.273 2.174 1.706 -0.74 0.13 -0.18 0.0607
C 4.076 1.115 1.384 -0.17 -0.64 -0.58 0.0872
C 3.456 0.450 0.292 0.96 0.31 0.67 0.0449
N 2.240 1.030 0.019 0.48 0.41 0.38 0.0162
C 1.720 4.537 0.916 0.03 0.24 0.02 0.0503
C 2.035 5.404 -0.132 0.02 -0.02 0.04 0.0261
C 2.576 6.650 0.110 0.03 0.14 -0.03 -0.0055
C 2.808 7.062 1.413 0.01 0.12 0.03 0.0129
C 2.481 6.220 2.462 0.07 0.14 0.10 -0.0074
C 1.946 4.967 2.219 -0.08 -0.02 -0.08 0.0419
C -2.403 -0.302 -4.048 0.42 -0.73 -0.62 0.0779
C -1.378 -0.960 -4.681 -0.96 0.40 0.35 0.0728
N 2.322 -0.456 -2.291 -0.35 0.17 0.18 0.0255
H 9.092 -1.676 0.883 0.08 -0.04 0.01 0.0012
H 7.134 -2.465 2.176 0.03 -0.06 0.09 0.0001
H 4.864 -1.857 1.459 -0.10 -0.04 0.07 -0.0049
H 6.463 0.298 -1.848 -0.02 0.04 -0.05 0.0006
H 8.738 -0.298 -1.141 0.08 0.01 -0.02 -0.0001
H 5.415 -1.520 -2.898 0.04 -0.06 0.00 0.0134
H 3.751 -1.813 -4.962 0.00 -0.03 -0.20 -0.0033
H 0.554 0.568 -6.334 -0.02 0.06 0.06 0.0029
H 0.654 0.133 -8.761 0.02 0.08 -0.02 -0.0001
H 1.385 -2.075 -9.582 0.01 -0.04 -0.07 0.0001
H 1.961 -3.849 -7.974 0.05 -0.10 -0.01 0.0000
H 1.819 -3.427 -5.550 0.05 -0.05 0.11 -0.0004
H -3.465 2.038 -4.636 0.09 0.00 -0.02 0.0000
H -5.736 2.872 -5.064 0.05 0.01 -0.01 0.0001
H -7.284 3.270 -3.189 -0.02 0.06 0.02 0.0000
H -6.534 2.847 -0.871 -0.02 0.00 0.08 0.0005
H -4.274 1.986 -0.444 0.06 -0.05 0.12 -0.0039
H -2.689 4.095 -1.549 -0.18 0.10 -0.01 -0.0018
H -0.624 5.139 -0.196 0.01 0.12 0.09 0.0008
H 3.472 2.923 2.448 -0.02 0.14 0.04 0.0000
H 5.027 0.855 1.808 0.13 0.03 0.02 0.0099
H 1.861 5.074 -1.146 0.01 -0.05 -0.09 0.0001
H 2.827 7.299 -0.719 0.01 0.02 -0.02 -0.0002
H 3.238 8.037 1.602 0.01 0.04 0.06 0.0011
H 2.642 6.546 3.481 0.01 0.00 0.07 0.0000
H 1.674 4.323 3.039 0.07 -0.06 0.05 0.0053
H -3.420 -0.231 -4.375 -0.18 0.05 -0.07 0.0048
H -1.426 -1.477 -5.619 -0.02 -0.10 -0.14 0.0090
C -0.724 -1.472 3.917 0.08 -0.14 0.09 0.0029
C -0.984 0.035 3.909 0.00 0.24 0.02 -0.0019
As -1.115 0.831 2.064 -0.39 0.28 0.75 0.0234
C -1.396 2.693 2.653 0.04 0.07 -0.10 -0.0023
C -2.320 3.469 1.957 -0.10 -0.25 -0.02 0.0078
C -2.517 4.801 2.260 -0.05 0.07 0.04 -0.0048
C -1.778 5.395 3.269 -0.03 0.10 0.06 0.0020
C -0.857 4.641 3.974 -0.01 0.11 0.13 0.0021
C -0.667 3.304 3.666 0.09 -0.32 0.06 -0.0081
C -3.046 0.487 1.924 -0.02 -0.11 -0.15 -0.0050
C -3.524 -0.320 0.901 0.24 0.07 -0.18 0.0083
C -4.878 -0.586 0.784 -0.17 -0.03 -0.06 0.0003
C -5.774 -0.027 1.676 -0.10 -0.10 -0.13 0.0014
C -5.313 0.788 2.696 -0.06 0.07 0.12 -0.0004
C -3.959 1.031 2.822 0.10 0.10 0.22 0.0029
As -1.174 -2.367 2.210 -0.23 -0.79 0.58 0.0014
C -2.993 -3.002 2.596 -0.06 0.06 -0.08 -0.0015
C -3.828 -2.503 3.587 0.28 0.13 0.09 0.0011
C -5.138 -2.938 3.693 -0.12 -0.04 0.06 0.0000
C -5.628 -3.884 2.810 -0.15 -0.02 -0.01 0.0002
C -4.809 -4.386 1.809 -0.08 -0.07 -0.05 0.0000
C -3.507 -3.939 1.702 0.25 0.04 -0.07 0.0007
C -0.303 -4.110 2.568 0.06 0.16 -0.27 -0.0007
C -0.027 -4.901 1.455 -0.27 0.23 -0.12 0.0001
C 0.681 -6.085 1.572 -0.04 -0.16 0.01 -0.0011
C 1.140 -6.492 2.814 0.01 -0.08 -0.06 0.0003
C 0.866 -5.724 3.932 0.00 -0.02 0.10 -0.0001
C 0.145 -4.547 3.809 -0.10 0.22 0.16 -0.0008
H -1.237 -1.958 4.756 0.00 0.04 -0.20 -0.0004
H 0.343 -1.655 4.064 -0.08 -0.05 -0.11 0.0005
H -0.173 0.543 4.442 -0.08 -0.01 -0.12 0.0001
H -1.911 0.266 4.444 0.09 0.07 -0.17 -0.0003
H -2.894 3.010 1.162 -0.01 0.08 0.02 0.0107
H -3.243 5.381 1.705 -0.02 0.02 -0.07 0.0009
H -1.917 6.442 3.500 -0.01 0.08 0.04 0.0005
H -0.277 5.106 4.761 0.05 -0.01 0.05 0.0002
H 0.067 2.728 4.220 0.03 0.04 0.01 -0.0020
H -2.824 -0.723 0.172 -0.14 0.01 0.10 -0.0024
H -5.231 -1.218 -0.018 -0.04 -0.07 -0.09 0.0005
H -6.833 -0.218 1.576 -0.11 -0.05 -0.02 0.0000
H -6.010 1.244 3.387 -0.02 -0.01 0.04 -0.0001
H -3.609 1.681 3.618 -0.03 -0.04 -0.02 0.0006
H -3.467 -1.749 4.277 0.03 0.03 0.01 0.0004
H -5.783 -2.532 4.463 0.02 0.02 0.01 0.0000
H -6.653 -4.218 2.890 -0.07 -0.04 0.01 0.0000
H -5.193 -5.114 1.106 0.00 -0.02 -0.01 0.0000
H -2.868 -4.307 0.904 -0.08 -0.06 0.00 0.0005
H -0.347 -4.551 0.477 0.06 -0.09 -0.03 0.0018
H 0.907 -6.674 0.695 0.00 -0.01 -0.08 0.0000
H 1.731 -7.392 2.904 0.02 -0.08 0.01 0.0000
H 1.231 -6.032 4.904 -0.01 0.01 0.01 0.0000
H -0.049 -3.960 4.699 0.01 0.04 0.01 0.0000
F 3.614 -4.683 2.210 -0.17 0.20 -0.19 0.0001
C 2.923 -3.728 1.565 0.04 0.23 -0.06 0.0017
C 2.472 -2.607 2.250 0.05 0.06 -0.03 0.0028
F 2.694 -2.500 3.576 0.04 0.01 -0.20 -0.0005
C 1.828 -1.598 1.547 -0.23 0.22 -0.17 -0.0122
F 1.467 -0.483 2.241 0.46 -0.58 0.19 0.0168
C 1.532 -1.642 0.192 0.50 -0.72 0.61 -0.0139
S -0.928 -1.445 -1.358 0.67 0.32 0.08 0.1192
C 1.958 -2.814 -0.432 -0.40 0.27 -0.09 0.0165
F 1.668 -2.984 -1.743 0.43 -0.56 0.40 0.0049
C 2.663 -3.830 0.205 0.13 0.09 0.10 -0.0015
F 3.099 -4.911 -0.466 -0.15 0.14 0.07 0.0000
```
Forces are in eV/Å.

Output
<S²>: 2.045
HOMO-LUMO gap (alpha / beta): 4.66 / 5.52 eV
DFT total energy: -9364.9462 a.u.
Multiplicity: 3
Highest occupied orbital energy (alpha / beta): -2.425 / -4.343 eV
E_LUMO (alpha / beta): 2.237 / 1.180 eV
Charge: -1